[1]
{"formula": "C14H22N2S", "method": "wB97M-V/def2-TZVPD", "elements": ["H", "H", "H", "H", "C", "C", "H", "C", "N", "H", "C", "H", "H", "H", "C", "C", "H", "H", "C", "H", "S", "N", "H", "C", "C", "H", "C", "H", "C", "H", "C", "H", "H", "H", "C", "H", "H", "C", "H"], "xyz": [[-1.77703, -0.64696, -0.43902], [-0.61482, 0.65974, 2.13316], [-1.08319, -0.95779, -2.99325], [0.93097, 4.13802, -1.11880], [0.15222, -2.67940, -2.80943], [1.77781, -1.02140, -1.23931], [-0.46881, -3.32560, -3.44964], [0.63720, -0.47981, -1.81516], [1.10176, 3.53982, 0.90209], [-1.01337, 3.73812, 0.94117], [-2.95473, -2.58227, 1.15921], [-0.23529, -2.76721, 0.19146], [1.67796, 5.32356, -0.02990], [2.38214, -0.36993, -0.62732], [2.09185, -2.39687, -1.41658], [-0.43200, -2.44603, 1.20990], [1.56997, -4.27627, -2.39296], [-0.42557, -3.27366, 1.88915], [-0.67793, 0.51843, 1.07624], [-2.98518, -3.03266, 0.15360], [0.16571, 1.19144, -1.51215], [-1.75047, -1.73315, 1.33334], [-0.12953, 5.12682, 1.62361], [0.18252, 1.23487, 0.23724], [1.31557, -3.21168, -2.24127], [2.24051, 1.80277, 0.39021], [-0.14594, 4.02465, 1.53139], [2.95584, -2.78380, -0.84307], [-1.79375, -0.43187, 0.64518], [1.43174, 1.70941, 1.92652], [-0.15704, -1.32068, -2.58400], [-0.27366, 3.58016, 2.54804], [-2.94163, -3.44818, 1.86673], [0.37118, -1.77420, 1.57829], [1.29608, 2.04952, 0.90724], [2.61681, 3.95116, -0.58647], [-2.77575, 0.06944, 0.82859], [1.60006, 4.27478, -0.26575], [-3.86222, -1.97329, 1.29172]], "lowdin_charge": [0.10, 0.10, 0.10, 0.06, -0.08, -0.09, 0.11, -0.55, -0.27, 0.07, -0.10, 0.06, 0.07, 0.10, -0.08, -0.06, 0.11, 0.07, -0.07, 0.07, 0.98, -0.27, 0.08, -0.52, -0.11, 0.11, -0.09, 0.11, -0.21, 0.11, -0.12, 0.09, 0.09, 0.09, -0.22, 0.09, 0.13, -0.11, 0.08], "homo_lumo_gap_ha": 0.3217, "smiles": "CN(C)C/C=C(/CN(C)C)Sc1ccccc1", "e_homo_ev": -7.9457, "lumo_ev": 0.81, "de_lowest_kcal_mol": 57.5}

[2]
{"formula": "C14H22N3O3", "method": "wB97M-V/def2-TZVPD", "elements": ["H", "H", "C", "C", "C", "H", "H", "O", "O", "C", "C", "C", "C", "H", "H", "H", "H", "C", "C", "H", "H", "C", "H", "C", "H", "C", "H", "H", "C", "H", "C", "H", "H", "N", "H", "H", "N", "H", "H", "H", "O", "N"], "xyz": [[-1.57204, -1.99408, -3.10330], [-2.10203, 0.43426, -0.39574], [-0.59081, 1.93798, -0.41697], [2.13044, 3.53542, 2.36350], [1.97109, 1.05652, 0.36859], [-4.03385, -0.55040, -4.48946], [-2.11427, -3.62849, -3.50313], [5.87902, 0.79583, 1.18584], [4.64570, -1.27367, 1.12811], [-2.32651, -2.56513, -3.65311], [-3.34679, 0.15829, -2.62343], [1.34618, -2.19247, 2.14866], [2.93635, -2.56467, 1.84056], [-2.21608, -2.34479, -4.71990], [0.60973, -2.64215, 1.33193], [0.08521, 4.07433, 1.52661], [-3.81253, -2.47463, -2.10223], [-4.13582, -0.78688, -3.42401], [4.65638, 0.19661, 1.17046], [-5.19556, -0.66551, -3.17229], [-1.24844, 2.90288, -0.52369], [0.75418, 2.18668, 0.53730], [1.20223, -1.01493, 2.28077], [-3.73383, -2.23967, -3.17060], [1.03898, -2.70449, 3.18199], [3.35243, 1.18693, 1.24816], [3.57281, -2.31686, 2.79273], [-4.44017, -2.89427, -3.69501], [3.42178, 2.48204, 2.29959], [-3.10417, 1.00668, 1.65112], [-1.94383, 1.26901, 1.57414], [-1.81742, 2.42855, 1.71311], [2.13087, 4.49205, 3.07336], [0.88550, 3.37404, 1.49316], [-1.30650, 0.72541, 2.41750], [1.89616, 0.13448, -0.37335], [-2.72256, 0.90698, -1.99356], [4.32554, 2.71086, 3.00684], [2.96843, -3.69966, 1.51878], [-0.20966, 1.53464, -1.46549], [3.50352, -1.75263, 0.72422], [-1.33966, 0.77489, 0.24824]], "lowdin_charge": [0.07, 0.03, -0.21, 0.04, 0.10, 0.13, 0.08, 0.02, -0.05, -0.11, -0.13, -0.10, -0.15, 0.08, 0.09, 0.16, 0.11, -0.17, -0.17, 0.13, 0.13, -0.02, 0.07, -0.26, 0.10, 0.02, 0.15, 0.12, 0.08, 0.11, -0.14, 0.07, 0.14, 0.05, 0.09, 0.14, 0.16, 0.12, 0.14, 0.13, -0.18, -0.17], "homo_lumo_gap_ha": 0.2540, "e_homo_ev": -12.1171, "total_charge": 1, "lumo_ev": -5.21, "de_lowest_kcal_mol": 269.9}

[3]
{"formula": "C14H23AgF9NO10S3", "method": "wB97M-V/def2-TZVPD", "elements": ["O", "F", "C", "H", "C", "O", "O", "H", "H", "O", "F", "H", "F", "H", "H", "C", "F", "H", "S", "C", "C", "C", "H", "C", "H", "C", "H", "O", "C", "O", "S", "H", "H", "H", "C", "O", "H", "O", "O", "N", "H", "H", "H", "S", "O", "H", "H", "F", "C", "H", "C", "H", "C", "H", "F", "C", "F", "F", "F", "H", "Ag"], "xyz": [[9.92330, 9.39093, 16.40083], [6.38417, 12.38721, 14.12688], [14.98887, 9.53206, 16.32993], [13.39558, 12.97040, 10.56316], [10.65114, 8.52072, 11.29706], [5.87497, 10.05719, 17.08112], [12.42477, 11.27591, 12.75673], [13.56318, 10.66919, 17.50864], [12.32113, 8.42601, 17.18577], [10.00596, 7.95643, 13.61495], [5.35329, 11.99479, 12.22012], [14.68438, 12.83670, 13.30419], [10.63936, 7.73099, 18.93999], [14.91253, 12.37808, 10.90751], [12.40046, 12.58489, 14.31899], [13.28132, 11.05159, 11.64984], [4.46457, 8.12505, 15.36023], [11.69400, 13.20962, 12.87518], [6.35335, 8.69464, 17.22942], [14.26943, 8.17978, 16.20193], [12.53805, 12.60685, 13.23564], [9.68958, 7.31369, 18.10125], [12.76783, 8.02593, 13.15336], [12.13051, 7.20711, 12.79546], [11.28053, 8.17332, 10.46798], [4.93095, 7.65266, 16.49985], [14.51775, 7.45590, 16.97859], [8.59222, 9.73975, 18.38124], [6.55570, 12.17671, 12.83341], [7.53548, 10.56184, 11.05227], [8.88473, 8.85988, 17.28759], [12.61577, 6.75236, 11.91718], [14.10355, 10.40321, 11.97254], [11.02832, 9.49091, 11.61654], [13.91445, 12.41871, 11.35677], [6.35900, 8.15430, 18.59031], [12.16258, 6.50339, 13.63789], [6.96968, 9.62238, 13.24586], [12.75642, 9.90610, 15.77205], [7.58389, 8.24246, 16.36050], [12.83771, 10.61615, 10.75984], [14.51462, 7.73164, 15.23776], [9.61831, 8.65607, 10.96868], [7.62837, 10.68005, 12.50563], [8.91744, 11.07250, 13.05593], [15.71890, 9.59735, 17.13724], [12.15514, 7.93498, 15.51855], [5.38062, 6.39765, 16.29639], [12.76179, 8.53846, 16.19039], [15.53649, 9.72019, 15.40375], [10.65390, 7.52732, 12.47701], [13.76191, 14.24638, 12.54415], [13.81677, 10.51598, 16.45186], [14.06510, 11.46227, 15.96818], [7.06733, 13.30169, 12.24885], [13.85504, 13.17217, 12.67901], [3.95586, 7.56101, 17.40692], [8.78842, 6.65973, 18.79406], [10.27486, 6.55838, 17.19067], [10.18103, 6.60617, 12.09565], [10.91232, 10.10608, 14.26545]], "lowdin_charge": [-0.36, 0.13, -0.16, 0.11, -0.09, -0.31, -0.21, 0.13, 0.10, -0.30, 0.07, 0.11, 0.11, 0.10, 0.11, -0.19, 0.15, 0.13, 0.56, -0.14, -0.20, -0.69, 0.04, -0.12, 0.06, -0.67, 0.10, -0.31, -0.64, -0.35, 0.67, 0.05, 0.12, 0.03, -0.19, -0.36, 0.06, -0.31, -0.21, -0.24, 0.12, 0.10, 0.06, 0.46, -0.38, 0.10, 0.09, 0.10, -0.19, 0.10, -0.65, 0.11, -0.21, 0.11, 0.07, -0.16, 0.11, 0.15, 0.15, 0.11, 0.79], "homo_lumo_gap_ha": 0.1979, "e_homo_ev": -1.4024, "total_charge": -2, "lumo_ev": 3.98}

[4]
{"formula": "C14H23BF11NO12S2Zr", "method": "wB97M-V/def2-TZVPD", "elements": ["C", "F", "H", "H", "C", "H", "O", "O", "C", "C", "O", "H", "H", "H", "N", "O", "F", "C", "H", "H", "C", "F", "C", "O", "H", "F", "O", "F", "C", "B", "H", "H", "H", "Zr", "H", "C", "H", "H", "C", "O", "F", "F", "O", "H", "C", "S", "O", "F", "H", "F", "H", "H", "H", "H", "H", "S", "C", "F", "O", "O", "H", "O", "C", "C", "F"], "xyz": [[-0.59848, 1.71663, -2.91690], [-0.40558, -0.12076, -4.30336], [-0.57002, -5.04378, -2.97213], [-1.23055, 3.65851, -1.00759], [-1.02824, 1.34068, 4.86706], [1.79490, 0.37210, 1.96481], [2.22651, 1.63670, -0.42585], [-3.14935, -0.02428, -1.37336], [0.13041, -3.23041, 5.75084], [0.37142, -4.50204, -2.88088], [-1.24539, 2.96619, -2.94645], [-2.66803, 2.86410, -1.33081], [0.87672, -4.96930, -3.72613], [-0.26658, -2.35436, -2.60556], [-1.07520, -0.71815, 0.25841], [-1.95102, -2.86116, -1.02361], [-0.20755, 2.23669, 4.30021], [-0.33738, -2.27813, 4.63843], [1.06001, -1.16687, 1.56561], [2.65690, -1.17083, 2.25123], [2.11374, -1.37389, -2.46987], [-2.69781, 1.03440, 0.72412], [-0.73625, 0.04666, 4.12930], [-1.55228, -2.95348, 1.50672], [-3.18227, 5.07136, -1.59355], [3.43942, 0.31131, -3.46837], [-0.36571, 1.07817, -1.86476], [-2.29635, 1.66647, 4.60975], [1.98826, 3.01376, -0.11659], [1.99199, -0.62425, 1.60055], [0.88306, -3.97186, 5.48277], [0.30975, -2.43212, 3.77494], [0.41198, 4.33690, 0.65842], [0.60799, 0.40684, 0.33261], [-3.31022, 4.10008, -3.07931], [-1.92115, 3.47998, -1.83179], [0.52570, -2.59825, 6.54597], [2.31190, -0.53958, 0.57356], [-2.61898, 4.58463, -2.38974], [-3.85156, -0.94999, 0.77190], [0.08402, -2.49445, -0.08833], [-0.78244, 1.28146, 6.12011], [-0.77327, -0.04203, 2.91792], [0.93092, -4.75156, -1.97933], [3.51749, -0.89212, -2.88936], [-2.78602, -0.37788, -0.03017], [1.65547, -2.34593, -3.28023], [4.34291, -0.63732, -1.96021], [-1.92986, 5.24647, -2.91432], [1.22303, 1.25958, -4.42534], [-1.32066, -2.49469, 4.22087], [1.31558, 3.58514, 1.98561], [1.48398, 3.50149, -0.95082], [0.17161, -2.76895, -4.23863], [-0.71155, -3.69445, 6.26453], [-1.45095, -2.29479, 0.18506], [0.38829, -2.99621, -3.19484], [-0.73064, 1.72525, -5.31406], [-0.03210, 2.37089, 1.21266], [1.41217, -0.88491, -1.55823], [2.90001, 3.59367, 0.02656], [-0.32076, -0.87803, 4.99471], [0.90964, 3.42446, 0.98687], [-0.07294, 1.12855, -4.27904], [4.14135, -1.60230, -3.79258]], "lowdin_charge": [-0.16, 0.22, 0.09, 0.11, -0.60, 0.00, -0.26, -0.22, -0.04, -0.02, 0.04, 0.13, 0.08, 0.09, -0.43, -0.19, 0.16, -0.17, -0.03, 0.05, -0.22, -0.18, -0.34, -0.22, 0.11, 0.16, -0.01, 0.19, -0.20, -0.37, 0.08, 0.11, 0.12, 1.88, 0.11, -0.29, 0.08, -0.02, -0.06, -0.19, -0.21, 0.25, 0.08, 0.09, -0.62, 0.60, 0.05, 0.25, 0.10, 0.21, 0.13, 0.16, 0.13, 0.14, 0.08, 0.53, -0.18, 0.17, -0.22, -0.02, 0.13, 0.06, -0.18, -0.56, 0.22], "multiplicity": 2, "homo_lumo_gap_ha": [0.3494, 0.2170], "e_homo_ev": [-13.9756, -13.5843], "total_charge": 1, "lumo_ev": [-4.47, -7.68], "de_lowest_kcal_mol": 0.0}